DFT (wB97M-V/def2-TZVPD) results for C26H35GeNO5S3Y as an isolated structure.

Structure (XYZ):
```
72
Properties=species:S:1:pos:R:3:forces:R:3
Y 0.0000 -0.8775 0.3865 0.04 -0.19 -0.22
Ge -0.6462 1.8325 1.4262 0.40 0.17 0.29
S -0.3167 -2.7414 -3.9886 0.26 -0.14 -0.11
S 3.6032 -3.6895 0.0056 0.02 0.16 0.00
S 0.8141 -3.4220 1.1897 -0.17 -0.14 0.15
O -0.1677 1.2181 -0.3646 -0.18 0.06 0.17
O -2.1827 -0.7038 -0.7149 -0.02 -0.32 0.07
O 1.0416 1.0432 1.7577 -0.31 -0.06 -0.22
O -1.2834 0.0137 1.9451 -0.16 0.29 0.01
O -0.5821 -1.8858 -1.6352 0.17 0.01 -0.08
N 2.2928 -1.4715 0.1532 0.11 -0.07 -0.17
C -2.6974 -2.2406 -5.2204 0.21 -0.09 -0.02
C -3.8217 -1.0108 -2.9997 0.06 -0.03 -0.02
C -2.5469 -0.3148 2.5499 -0.28 -0.05 0.13
C 3.9026 0.1174 -0.8414 -0.07 0.04 0.02
C -4.5561 -1.1191 -4.1616 -0.03 0.02 0.01
C 1.6686 -0.4130 3.5710 -0.06 0.08 -0.07
C -2.5233 -1.5140 -2.9330 0.02 -0.09 -0.24
C 3.5044 -1.1535 -0.4378 0.13 -0.02 -0.04
C 5.6234 -2.0849 -1.1748 0.04 0.00 -0.02
C -3.6219 0.6724 2.1038 0.17 -0.11 -0.09
C -0.2930 2.0520 -1.5282 0.04 0.22 -0.17
C 5.1527 0.2738 -1.4110 0.00 0.02 0.00
C -1.7588 2.4046 -1.7689 0.14 -0.07 0.09
C 0.2805 1.2765 -2.7091 -0.01 -0.04 0.12
C 6.0073 -0.8169 -1.5791 -0.01 -0.06 0.02
C -1.7496 -1.3649 -1.6905 0.01 0.06 -0.01
C 4.3689 -2.2423 -0.6037 -0.12 -0.05 0.06
C 1.0612 1.9735 4.0152 0.01 -0.06 -0.18
C 1.7124 1.0113 3.0221 0.14 -0.05 0.18
C 2.1984 -2.7541 0.4472 0.09 0.00 -0.02
C -2.3651 -0.2660 4.0654 0.05 0.05 -0.14
C 0.5308 3.3196 -1.2973 -0.07 -0.13 0.06
C -1.9337 -2.1380 -4.0497 -0.45 0.30 0.35
C -3.9812 -1.7380 -5.2689 -0.08 0.03 -0.01
C -2.9248 -1.7372 2.1348 0.13 0.11 0.05
C 3.1547 1.4335 2.7596 -0.08 -0.03 -0.02
H -2.0579 0.7326 4.3816 0.00 0.00 0.02
H -3.1845 -1.7772 1.0796 0.01 -0.03 -0.03
H -2.3426 1.4997 -1.9303 -0.04 0.01 0.01
H 1.5892 1.9477 4.9685 0.01 0.02 0.01
H -3.3003 -0.5158 4.5677 -0.01 0.01 0.02
H 3.2338 0.9568 -0.6911 0.01 0.00 0.00
H 3.6193 0.7490 2.0482 0.01 0.01 0.00
H 3.1716 2.4392 2.3356 0.04 0.00 0.01
H -1.6039 -0.9852 4.3715 0.00 0.03 0.04
H 6.9811 -0.6727 -2.0276 0.00 0.00 0.00
H 1.5598 3.0547 -1.0480 0.00 0.02 0.00
H -0.2757 0.3569 -2.8876 0.00 0.00 -0.03
H 2.2068 -0.4874 4.5172 0.00 0.01 0.01
H 0.2388 1.8767 -3.6185 0.00 0.03 0.01
H -1.8476 3.0527 -2.6417 -0.03 0.00 -0.01
H 1.3235 1.0145 -2.5156 0.00 -0.01 -0.02
H -4.5889 0.3861 2.5180 -0.02 0.01 0.00
H 2.1304 -1.1057 2.8646 -0.01 -0.01 0.00
H -2.2650 -2.7192 -6.0897 -0.03 0.01 -0.02
H -3.6871 0.6649 1.0138 -0.03 0.04 0.01
H 0.5332 3.9434 -2.1916 -0.01 0.02 0.00
H 5.4772 1.2560 -1.7291 -0.01 0.00 0.00
H 1.0894 2.9944 3.6277 -0.02 0.02 0.05
H 0.0213 1.6911 4.1962 0.01 0.02 0.05
H -2.1615 2.9357 -0.9029 -0.05 0.01 -0.03
H -3.3848 1.6813 2.4459 -0.05 0.02 -0.01
H -4.2298 -0.5369 -2.1165 0.00 0.00 0.01
H -4.5503 -1.8287 -6.1856 0.02 -0.01 -0.01
H 6.2832 -2.9332 -1.3006 0.01 0.02 -0.01
H 0.6322 -0.7130 3.7339 0.03 -0.06 0.02
H 3.7364 1.4277 3.6830 0.01 0.01 0.00
H -3.7750 -2.0883 2.7205 -0.01 0.00 0.00
H -2.0832 -2.4091 2.3324 -0.04 -0.04 0.00
H -5.5640 -0.7305 -4.2122 0.00 0.00 -0.01
H 0.1098 3.8987 -0.4718 0.04 0.05 -0.02
```
Positions in Å, forces in eV/Å.

Summary:
**ΔE to the lowest compared entry with this formula, charge and spin**: 3.1 kcal/mol
**Multiplicity**: 2
**Calculated total energy**: -129330.370 eV
**Frontier orbital gap (alpha / beta)**: 8.56 / 6.75 eV
**<S²>**: 0.753

DFT (wB97M-V/def2-TZVPD) results for C30H43N10OPbS2Si as an isolated structure.

Structure (XYZ):
```
88
Properties=species:S:1:pos:R:3:forces:R:3
Pb 0.4631 -0.0996 1.2813 0.12 -0.14 -0.57
S 0.6781 0.7638 6.3484 -0.09 -0.02 -0.29
S 5.4998 -0.1782 2.3481 -0.22 -0.03 -0.16
Si 1.9168 3.1211 0.3523 0.11 0.22 0.36
O 0.7587 -2.2745 -0.6480 0.02 0.16 0.10
N 2.9415 -0.2631 2.0333 0.27 0.02 -0.06
N 1.3247 1.5528 -0.1042 -0.26 -0.16 0.13
N -2.8592 -0.6797 1.9245 0.11 -0.04 0.01
N -4.4509 0.4805 1.1815 0.40 0.23 0.17
N -4.1217 -0.6932 1.7369 -0.13 -0.03 -0.08
N -2.3287 0.4927 1.5102 -0.13 0.29 0.08
N 4.2268 -0.7879 0.0963 -0.16 -0.07 -0.32
N 0.8029 0.4329 3.8078 0.01 0.19 -0.10
N -1.3780 0.8390 4.5937 0.12 0.03 -0.05
N 0.5236 -0.1625 -1.4700 0.17 -0.20 -0.24
C 1.9325 -1.7858 -2.6987 0.06 0.01 0.13
C 1.8548 4.3744 -1.0601 -0.03 -0.21 0.13
C 0.1890 -4.5690 -0.8146 -0.07 0.14 -0.05
C 4.0735 -0.4122 1.3764 0.18 0.04 0.78
C -0.0486 0.6586 4.7737 0.12 0.02 0.36
C -5.3300 1.0977 -1.6618 -0.13 -0.03 0.09
C -1.2996 1.4557 -1.7753 0.18 -0.07 0.06
C 4.5009 0.1600 3.7007 -0.01 0.02 0.00
C 1.4690 0.9311 -1.3076 0.16 -0.13 0.02
C 2.3841 1.2296 -2.2794 -0.17 0.01 0.24
C 3.6690 3.0575 1.0589 -0.24 -0.01 -0.08
C 0.5344 -5.9106 -0.7633 0.08 -0.04 -0.01
C -0.7385 0.1101 -2.2387 -0.29 0.07 0.00
C 2.2158 0.4692 5.6296 -0.01 -0.01 0.00
C -1.7317 -1.0023 -1.8919 0.15 0.05 0.05
C 2.7140 0.4536 -3.4372 0.06 -0.19 -0.24
C 2.8201 -5.3027 -0.3447 0.07 -0.02 -0.02
C 2.0967 0.3238 4.2886 -0.15 0.02 0.40
C -6.0190 -1.1681 -0.7949 -0.05 0.04 0.00
C 2.5225 -0.8717 -3.6415 -0.03 0.20 -0.07
C 1.8519 -6.2786 -0.5331 -0.01 -0.02 0.02
C -5.8205 0.7889 0.8030 -0.39 -0.11 -0.30
C -3.3346 1.2088 1.0615 -0.17 -0.24 -0.01
C -0.5589 0.1720 -3.7570 0.13 -0.02 0.08
C -6.1604 0.3426 -0.6267 0.20 -0.04 0.05
C 0.7460 3.6250 1.7475 0.17 -0.04 -0.19
C 1.1357 -1.4234 -1.6829 0.04 0.01 0.00
C 3.1948 0.0709 3.3641 0.32 0.01 -0.14
C 1.1677 -3.6046 -0.6386 -0.03 -0.22 -0.07
C 2.4863 -3.9580 -0.3979 -0.09 0.14 0.05
H -1.9830 0.7643 5.3922 -0.04 -0.02 -0.02
H 1.4581 5.3280 -0.7064 0.01 -0.01 0.05
H 4.9376 0.4210 4.6497 -0.06 0.01 0.00
H 2.2264 -2.8262 -2.7745 -0.01 0.01 0.05
H -0.1980 -0.7714 -4.1620 0.00 -0.04 0.01
H -6.4105 -1.4723 -1.7654 0.01 -0.01 0.00
H 3.7043 2.4286 1.9525 0.00 0.01 0.00
H -0.2455 3.8767 1.3630 0.00 -0.03 -0.03
H 2.1262 -7.3242 -0.4940 -0.01 0.00 0.00
H 3.4539 -0.6954 -0.5444 -0.18 0.11 -0.18
H 1.1176 4.4923 2.2970 0.00 -0.01 0.02
H -1.3914 -1.9632 -2.2811 -0.02 -0.02 0.02
H -6.5678 -1.7086 -0.0227 0.01 -0.02 -0.01
H -1.8455 -1.0899 -0.8083 -0.07 -0.04 -0.01
H -0.8336 -4.2573 -0.9864 0.01 0.00 -0.01
H -2.2685 1.6159 -2.2486 0.01 0.02 -0.01
H -0.6397 2.2748 -2.0640 -0.01 0.02 0.02
H -7.2120 0.6093 -0.7612 -0.01 0.02 0.01
H 0.1429 0.9565 -4.0314 0.00 0.04 -0.03
H -1.4101 1.4754 -0.6910 -0.01 0.06 -0.08
H 5.1396 -0.6850 -0.3134 -0.03 0.00 -0.07
H 3.0949 0.4100 6.2484 0.02 -0.02 -0.07
H -1.7536 0.5455 3.7059 -0.09 0.00 0.01
H 2.9248 -1.3158 -4.5432 -0.01 0.05 -0.03
H 2.9608 2.1368 -2.1327 0.08 -0.06 0.04
H -5.5088 2.1734 -1.6069 0.05 0.01 -0.03
H -2.7029 -0.7845 -2.3378 0.01 0.00 -0.03
H -6.4627 0.2728 1.5147 0.04 0.06 0.06
H 2.8493 4.5679 -1.4664 -0.01 -0.03 -0.02
H 3.8465 -5.5907 -0.1583 0.00 0.01 0.01
H 4.0000 4.0572 1.3511 -0.01 0.01 -0.02
H -4.2615 0.9114 -1.5234 -0.06 -0.01 -0.02
H -4.9738 -1.4803 -0.7465 0.01 0.01 0.02
H 0.6313 2.8033 2.4631 0.02 0.05 0.05
H -1.5218 0.3963 -4.2195 -0.01 -0.02 0.02
H -5.9606 1.8641 0.9072 0.05 0.01 0.08
H -5.5949 0.7606 -2.6635 0.04 0.04 -0.03
H 1.2191 4.0358 -1.8810 -0.01 0.00 0.01
H 4.3953 2.6686 0.3410 -0.03 -0.01 -0.04
H -3.2829 2.2078 0.6626 -0.05 -0.02 -0.01
H 3.2763 0.9807 -4.2013 -0.03 0.00 -0.01
H -0.2226 -6.6694 -0.9095 -0.02 0.02 0.02
H 3.2327 -3.1876 -0.2536 0.03 -0.01 0.01
```
Positions in Å, forces in eV/Å.

Summary:
**ΔE to the lowest compared entry with this formula, charge and spin**: 0.0 kcal/mol
**Multiplicity**: 1
**Net charge**: +1
**Calculated total energy**: -83548.805 eV
**Frontier orbital gap**: 7.33 eV

DFT (wB97M-V/def2-TZVPD) results for an isolated molecule of C4H7ClO2 in a non-equilibrium geometry.

Structure (XYZ):
```
14
Properties=species:S:1:pos:R:3:forces:R:3
Cl -2.3957 -0.7054 0.4952 1.22 -0.37 -0.69
O -0.6980 1.2306 -1.1143 0.36 -1.76 1.90
O -0.3368 2.0162 -0.0262 -0.21 0.38 0.56
C -0.6682 -0.6267 0.0377 -2.45 2.73 -0.75
C 0.1391 -0.0762 1.1290 2.08 0.63 0.81
C 0.6554 1.3416 0.6455 2.55 -1.19 -3.48
C -0.1972 -1.2825 -1.2253 2.81 0.17 1.55
H 1.5336 1.0822 -0.1341 -1.68 0.74 1.51
H 1.0980 1.9025 1.4485 -0.24 0.46 0.37
H 1.0698 -0.6841 1.1967 -0.48 0.35 0.03
H -0.2343 -2.3370 -1.1788 0.02 -1.49 0.53
H -0.1153 0.2211 2.1962 -1.15 -1.46 -1.50
H 0.9169 -1.0195 -1.3970 -1.90 -0.18 0.23
H -0.7673 -1.0628 -2.0730 -0.93 0.99 -1.06
```
Positions in Å, forces in eV/Å.

Summary:
**ΔE to the lowest compared entry with this formula, charge and spin**: 124.0 kcal/mol
**Multiplicity**: 1
**Calculated total energy**: -20873.205 eV
**Frontier orbital gap (alpha / beta)**: 8.29 / 8.29 eV

> Among the records above, which one has the highest multiplicity?

C26H35GeNO5S3Y